(1)
This record from OMol25 describes the molecule C4H8O2. The level of theory is ωB97M-V/def2-TZVPD.

Positions of all 14 atoms, in Å:
H 0.383 0.543 -1.902
H 1.187 -1.363 1.344
C 0.594 -1.459 0.428
H 1.755 0.635 -0.786
C -0.059 -0.134 0.111
H 1.267 -1.770 -0.372
H -2.140 -0.731 0.609
O 0.314 2.132 -0.651
H 0.147 2.197 0.304
H -0.139 -2.253 0.590
C 0.667 0.792 -0.871
H -1.983 0.875 -0.294
O -0.564 0.557 1.256
C -1.497 0.086 0.281

Its energy above the lowest of the compared OMol25 structures with the same formula, charge and spin is 44.5 kcal/mol. As for the total charge: 0. The gap between HOMO and LUMO comes out at 11.151 eV. Its largest force on an atom is 0.006 hartree/bohr. As for the spin multiplicity: 1.

---

(2)
This record from OMol25 describes the molecule C8H10OS in a non-equilibrium geometry. The level of theory is ωB97M-V/def2-TZVPD.

Positions of all 20 atoms, in Å:
C -1.563 -1.134 -0.184
O 3.384 1.098 -1.105
H -2.285 -0.329 -0.616
S 3.141 -0.482 1.131
H 0.783 -2.431 -0.908
H -1.770 1.775 0.256
H -1.787 -1.237 0.920
H -0.503 2.223 1.282
C 2.499 0.417 -0.339
H 4.263 0.696 -1.139
H 1.302 2.307 0.363
H -1.484 0.711 1.745
C 0.075 0.688 0.378
C -0.154 -0.689 -0.109
H 2.949 -1.663 -1.025
C 2.213 -1.049 -0.472
C 0.832 -1.473 -0.495
C -1.032 1.361 0.964
C 1.223 1.296 0.101
H -1.762 -1.955 -0.919

Its energy above the lowest of the compared OMol25 structures with the same formula, charge and spin is 31.1 kcal/mol. As for the total charge: 0. The gap between HOMO and LUMO comes out at 8.739 eV. Its largest force on an atom is 0.074 hartree/bohr. As for the spin multiplicity: 1.

---

(3)
This record from OMol25 describes a cluster of 2 separate species, C5H16N3 in total in a non-equilibrium geometry. The level of theory is ωB97M-V/def2-TZVPD.

Positions of all 24 atoms, in Å:
H -0.842 0.621 -3.580
C -0.025 0.663 2.547
C 1.618 0.835 0.564
H 1.371 -1.689 2.181
N -0.959 -0.266 -3.107
H -0.362 -1.819 -1.890
H -1.890 -0.624 -3.281
H -0.717 -0.011 3.080
H -1.669 1.657 -1.752
H 0.760 0.961 3.224
H 1.470 1.924 0.637
H 2.540 0.440 0.982
H -0.220 -1.909 1.320
C -0.727 0.014 -1.764
C 0.468 0.052 1.239
N -0.667 1.448 -1.656
H -0.383 1.505 -0.673
N -0.821 -1.481 -1.057
H 1.658 0.627 -0.502
H -0.474 1.632 2.361
H -1.827 -1.616 -1.124
H 1.316 -1.708 0.399
H -0.380 0.192 0.551
C 0.762 -1.447 1.300

Its energy above the lowest of the compared OMol25 structures with the same formula, charge and spin is 115.7 kcal/mol. As for the total charge: +1. The gap between HOMO and LUMO comes out at 8.260 eV. Its largest force on an atom is 0.105 hartree/bohr. As for the spin multiplicity: 1.

---

(4)
This record from OMol25 describes a cluster of 2 separate species, CHClF2OS2 in total in a non-equilibrium geometry. The level of theory is ωB97M-V/def2-TZVPD.

Positions of all 8 atoms, in Å:
H 2.070 0.022 0.083
F 0.487 -1.806 -0.050
S -0.665 0.550 -0.441
S -0.682 2.128 0.590
F 0.728 -0.314 1.590
C 0.701 -0.545 0.277
O -0.534 0.771 -1.843
Cl -2.105 -0.807 -0.206

Its energy above the lowest of the compared OMol25 structures with the same formula, charge and spin is 58.2 kcal/mol. As for the total charge: 0. The gap between HOMO and LUMO comes out at 9.405 eV. Its largest force on an atom is 0.103 hartree/bohr. As for the spin multiplicity: 1.

---

(5)
This record from OMol25 describes a structure of composition C2H14O7V in a non-equilibrium geometry. The level of theory is ωB97M-V/def2-TZVPD.

Positions of all 24 atoms, in Å:
C -7.118 -25.922 3.110
H -6.758 -25.556 2.151
O -5.998 -26.692 3.555
V -6.965 -27.327 5.224
O -5.368 -26.430 6.564
O -5.865 -29.183 5.550
H -3.688 -25.008 4.302
H -7.826 -23.998 4.078
H -4.547 -26.211 3.862
H -7.807 -28.950 3.514
O -7.904 -25.443 5.328
H -6.483 -29.867 5.477
O -7.889 -27.973 7.099
H -7.997 -26.564 3.064
H -8.835 -28.108 7.094
C -7.263 -24.880 4.243
O -8.276 -28.687 4.321
O -3.663 -25.987 4.199
H -5.626 -26.124 7.434
H -9.159 -28.774 3.927
H -6.248 -24.611 4.559
H -5.248 -29.225 6.299
H -7.722 -27.526 7.922
H -4.651 -27.105 6.718

Its energy above the lowest of the compared OMol25 structures with the same formula, charge and spin is 30.5 kcal/mol. As for the total charge: 0. The gap between HOMO and LUMO (spin up / spin down) comes out at 5.435 / 6.392 eV. Its largest force on an atom is 0.055 hartree/bohr. As for the spin multiplicity: 4.

---

(6)
This record from OMol25 describes a structure of composition C32H69BrO4SSi5SnTe in a non-equilibrium geometry. The level of theory is ωB97M-V/def2-TZVPD.

Positions of all 114 atoms, in Å:
H -3.325 -1.145 -0.050
Si 2.788 -2.699 0.445
H -4.305 4.166 -2.625
H 2.203 -6.593 -1.683
H -4.509 1.660 2.160
H -6.663 3.247 -2.253
H 6.089 -2.799 2.120
H -3.447 2.304 -3.733
C 1.933 4.887 -0.691
H -3.989 3.662 1.111
H -6.783 0.874 -2.715
H 9.263 3.242 1.287
C 7.095 1.735 1.496
H 0.533 -4.275 2.813
Sn 1.100 1.204 -0.142
H 5.966 0.317 -1.906
C 5.420 -2.294 2.810
C 5.454 0.686 0.123
H -5.265 4.828 0.800
H 2.873 4.321 -0.677
C 5.834 1.193 1.354
H 0.331 5.671 1.892
H -6.139 -0.179 -3.965
C 9.313 2.421 0.578
H 0.727 -4.962 1.219
C -0.217 4.832 -0.029
H -5.690 3.213 1.336
H -6.601 -0.513 1.465
H -6.928 4.429 -0.984
H 4.934 -4.843 -1.842
C 7.572 1.258 -0.811
H 5.842 -2.394 3.807
H -0.560 -5.536 2.276
C -4.997 3.776 0.717
Si 3.669 -3.059 2.709
H -6.909 -0.006 -0.189
H -4.666 5.353 -1.388
H -6.753 1.196 1.089
C 2.072 -5.838 -0.913
C 4.236 -4.306 -2.479
C -4.412 1.812 -3.832
H 5.417 -1.239 2.546
H -6.164 -0.723 -2.297
H 1.032 -5.891 -0.605
H 0.197 -3.975 -2.457
H 4.385 -5.390 2.033
H 4.128 -4.884 -3.394
C -2.100 -2.409 2.663
O 3.068 0.482 1.140
C -4.182 0.690 1.807
C 1.859 5.997 0.370
H 1.818 -1.596 3.661
H 2.535 5.798 1.201
C -2.175 -3.795 -0.285
C -6.548 3.430 -1.188
H -7.170 2.721 -0.646
H -2.554 0.039 -2.960
H -0.658 5.250 -0.943
H 4.425 -5.199 3.768
H 10.025 1.695 0.969
O 0.868 3.993 -0.379
H 1.887 -3.146 4.499
C 1.140 -3.521 -2.748
C -5.082 3.342 -0.751
H 5.124 1.192 2.165
H -3.707 -0.736 -4.036
H -3.223 4.366 -1.243
C -3.566 -0.354 -3.026
H -4.440 -0.039 2.572
C 3.854 -4.958 2.876
H 1.762 5.302 -1.695
C 0.391 5.939 0.839
O 3.897 -1.430 -0.058
H -4.584 -1.776 1.008
C -4.607 0.740 -2.755
C -4.264 4.357 -1.559
H -1.430 -2.189 3.492
O 3.177 0.516 -1.235
H 4.694 -3.358 -2.737
H -5.200 2.559 -3.797
H 7.407 2.146 2.445
Si -4.448 1.518 -0.976
H -0.133 6.880 0.693
Te 0.449 -1.362 0.457
H -2.497 -1.467 2.302
H -0.965 4.231 0.485
C -4.392 -1.125 0.158
H 9.693 2.789 -0.369
H -4.938 -1.529 -0.689
H 3.046 -1.898 4.870
H 1.001 -2.442 -2.732
C 7.976 1.786 0.416
C 2.489 -2.356 4.058
H 2.685 -6.141 -0.070
H 2.124 6.962 -0.058
Br -2.110 1.764 -0.729
S 3.840 0.072 -0.023
C 6.312 0.704 -0.961
H 2.900 -5.468 2.960
Si 2.559 -4.108 -1.586
H -3.098 0.710 1.706
H -1.794 -4.709 -0.731
Si -1.172 -3.312 1.268
H 1.324 -3.806 -3.781
C -0.008 -4.659 1.955
H -2.923 -2.997 3.054
H -4.444 1.350 -4.817
C -6.008 0.144 -2.933
C -6.372 0.248 0.720
H -2.121 -3.013 -1.040
H -3.661 -1.189 -2.342
H 8.238 1.296 -1.658
C -4.859 0.296 0.489
H -3.223 -3.962 -0.059

Its energy above the lowest of the compared OMol25 structures with the same formula, charge and spin is 6.6 kcal/mol. As for the total charge: +2. The gap between HOMO and LUMO comes out at 7.527 eV. Its largest force on an atom is 0.041 hartree/bohr. As for the spin multiplicity: 1.